Run A
Density functional theory data (ωB97M-V/def2-TZVPD) for a 2-piece molecular cluster, C3H5ClO2 overall.

```
11
C3H5ClO2 ωB97M-V/def2-TZVPD
H 1.5013 -0.6788 0.8151
C -2.7938 1.2667 -0.1661
H 1.0637 0.9551 0.3869
H -0.4989 0.8104 -1.4034
H 0.2994 0.0498 1.8612
H -1.3582 -0.8468 -1.7535
C -0.8173 -0.2256 -1.0484
Cl -3.8704 1.4653 -1.5480
C 0.6816 -0.0878 0.7337
O -2.8627 1.7390 0.8993
O -0.3045 -0.7568 -0.0297
```

The calculation puts the HOMO energy (spin up / spin down) at -7.77 / -7.24 eV. The LUMO energy (spin up / spin down) comes out at 0.0134 / -0.0081 Ha.



Run B
Density functional theory data (ωB97M-V/def2-TZVPD) for the molecule C3H5ClO2.

```
11
C3H5ClO2 ωB97M-V/def2-TZVPD
H 0.8916 2.6712 -0.2883
O 0.1967 2.0098 -0.1462
H -0.2149 -0.7671 1.5733
Cl -1.9331 -0.4647 -0.0921
C -0.1944 -0.4663 0.4846
H 1.4850 0.6992 1.0662
C 0.5225 0.8202 0.3166
C 1.0473 -0.4123 -0.4678
H 0.6912 -0.6148 -1.5659
H 2.3622 -1.8454 -0.5673
O 2.2278 -0.9964 0.0646
```

The calculation puts the HOMO energy at -9.14 eV. The LUMO energy comes out at 0.0233 Ha.



run B ends up most stable, edging out the next structure by 97.0 kJ/mol.



Run A
Density functional theory data (ωB97M-V/def2-TZVPD) for the molecule C19H24N4O3.

```
50
C19H24N4O3 ωB97M-V/def2-TZVPD
C -1.4043 -2.0366 3.4432
H -2.7345 -3.3779 -2.7271
C 3.7747 0.8081 0.1209
H -4.0909 -3.7504 3.0284
C -3.7883 -3.1345 3.8754
N -1.9682 -2.0874 -1.2136
H -4.2118 -2.0681 -4.5238
C -4.0151 -1.1631 -3.9687
H 5.3716 2.0420 0.8660
C -2.4801 -2.5305 3.6375
N -0.7590 -0.7649 0.9151
H 3.4656 0.3493 -0.8220
H 7.1886 1.0246 -0.5226
H 0.5962 -2.1574 2.7973
H 5.0486 2.2560 -0.8452
C -0.1096 -1.4115 3.1754
C -4.1678 1.1998 -3.4999
C -2.8989 -0.2091 -2.0415
H -3.1354 1.9093 -1.7591
H 0.7602 0.9267 0.1017
C -4.4832 0.0549 -4.3032
H -0.9067 0.4934 2.5425
H -5.0999 0.1554 -5.1841
H -3.7681 -3.7659 4.7638
H 1.5340 3.4718 0.1087
C 5.1181 1.5049 -0.0538
H 6.3461 -0.2236 0.3966
H -4.5475 -2.3665 4.0240
N 1.4362 0.9662 0.8470
C 6.2303 0.5202 -0.3940
H 3.8760 0.0037 0.8546
H -0.7427 -1.7568 0.7287
C 2.3239 2.8591 -0.3353
O 1.8947 0.4942 3.0086
O 1.8822 2.2850 -1.5636
O -1.6384 1.2088 0.2148
H 3.2068 3.4849 -0.4922
H 2.9506 2.1573 1.5742
H -4.5562 2.1677 -3.7851
H 6.0060 -0.0135 -1.3198
C -0.2194 -0.2678 2.1636
C 1.1493 0.4244 2.0424
C -3.3949 1.0758 -2.3942
H 1.4558 2.9649 -2.0917
H 0.3302 -1.0126 4.0874
C -2.6357 -2.3970 -2.2921
C -2.1142 -0.7410 -1.0361
C -1.5013 -0.0029 0.0795
N -3.2283 -1.2929 -2.8445
C 2.6546 1.7236 0.6157
```

The calculation puts the HOMO energy at -8.16 eV. The LUMO energy comes out at 0.0135 Ha.



Run B
Density functional theory data (ωB97M-V/def2-TZVPD) for the molecule C19H24N4O3.

```
50
C19H24N4O3 ωB97M-V/def2-TZVPD
N -1.4129 1.2413 4.9179
C 1.6853 -1.0197 -2.5168
C 0.7298 -0.8074 -1.3341
C 0.5094 1.2411 -5.3733
O -0.3918 -1.2488 -1.3271
N 1.1902 -0.5052 -3.8064
H -4.7173 4.4073 3.7884
C 1.9537 -2.5447 -2.7466
C 2.1829 -2.5599 -4.2583
H -3.7925 2.8980 5.5292
C 0.4048 -0.1386 0.9674
C -3.1245 3.9557 2.3600
H 2.0216 -3.5452 -4.6457
H 1.3260 -1.2946 -5.7765
H 1.6497 1.0651 2.2595
C -0.0635 -3.7900 2.2519
C -0.3483 1.3832 2.9479
C -3.2790 2.9894 4.5825
C -2.0157 3.1536 2.0492
C -0.3444 0.8013 4.1498
H -3.5191 4.6199 1.6220
C -1.5063 2.2521 2.9629
N -0.2044 -2.4574 1.6543
C 0.6300 1.1093 1.8379
H 0.1415 -4.5366 1.4929
H 3.1366 -2.1925 -4.5775
H -0.6693 -0.0772 0.7330
O 1.2872 1.6488 -3.1493
N 1.1822 -0.1230 -0.2767
H -1.6096 0.8769 5.8180
H -1.0391 -2.2946 1.0979
H 0.4346 0.0726 4.4301
C -3.7945 3.8397 3.5937
H 1.0734 -3.1536 -2.4584
H -0.2865 0.5968 -5.7372
C 1.0166 0.8113 -4.0064
C 1.0933 -1.6007 -4.7617
H 0.5916 1.9779 1.1788
C -2.1382 2.2032 4.2480
H 0.1148 -2.0532 -4.6728
H 0.7662 -3.8131 2.9453
O 1.7353 -1.5222 2.3593
C 0.6946 -1.4331 1.7199
H -1.4886 3.2852 1.1040
H 2.6788 -0.5790 -2.3119
H 2.8259 -2.8764 -2.1577
H 1.3487 1.2159 -6.0814
H -0.9600 -4.0040 2.8101
H 2.1127 0.2839 -0.2475
H 0.1879 2.2411 -5.1882
```

The calculation puts the HOMO energy at -7.89 eV. The LUMO energy comes out at 0.0281 Ha.



run B ends up most stable, edging out the next structure by 158.8 kJ/mol.



Run A
Density functional theory data (ωB97M-V/def2-TZVPD) for a 13-piece molecular cluster, C6H33NO12 overall.

```
52
C6H33NO12 ωB97M-V/def2-TZVPD
H 1.3592 0.8543 -0.7978
O -0.7256 1.2101 -2.4839
H -2.4115 -3.9133 0.7465
H 3.0048 -1.4282 -2.2418
H -2.8265 0.6579 -0.6991
H 2.0782 -3.0567 2.4490
H -3.8461 -1.7129 0.8710
H 1.6973 2.9690 -2.1323
H -1.1811 -1.0511 2.6489
H 1.8489 -0.6389 -1.6503
H 0.9861 1.3913 0.9223
C 1.9229 -1.1503 1.3979
H -0.3016 0.9440 -0.1496
O -0.8990 -0.2066 3.0150
H -0.9162 -2.2268 -1.9503
O -3.6891 -2.4213 0.2375
H -4.0764 0.9460 0.1535
H 1.0784 3.1766 2.0686
O -1.7403 -1.7340 -2.0657
O -0.0487 3.4481 -0.8557
O -3.3591 0.3225 0.0257
H 3.9208 -0.5864 0.8003
O 2.3191 3.0632 -1.4211
H -0.4963 2.0796 -2.1024
C 0.8707 -0.6958 0.5188
O 2.0575 -1.2811 -2.3221
H 0.1018 -3.6817 1.1172
H 0.3361 3.3632 0.0461
C 3.1874 -0.3778 1.5862
O 0.7450 1.8531 3.2350
H 0.4671 2.2281 4.0603
C 1.4938 -2.3506 1.8838
H -2.0513 -4.2396 -0.6815
N 0.3339 -2.7120 1.2636
H 3.5928 -0.5350 2.5869
H -2.2261 0.6163 -4.2882
H -1.5901 0.3575 2.6429
H -1.1359 -1.3904 0.3225
H 0.4666 0.9314 3.1219
C 0.7330 0.7464 0.0837
C -0.1009 -1.6580 0.4756
H 0.6247 3.9051 -1.3805
O 1.2945 3.8396 1.3922
O -1.8559 -4.4977 0.2152
H 3.0497 0.7051 1.4963
H 2.0207 2.4405 -0.7445
O -1.6039 0.1000 -4.8132
H -3.8308 -1.9382 -0.5836
H -0.8523 0.1240 -4.2035
H -1.7618 -1.6298 -3.0287
H 2.1145 4.3239 1.3490
H -0.1791 0.5173 -2.1374
```

The calculation puts the HOMO energy at -8.44 eV. The LUMO energy comes out at 0.0010 Ha.



Run B
Density functional theory data (ωB97M-V/def2-TZVPD) for a 12-piece molecular cluster, C6H33NO12 overall.

```
52
C6H33NO12 ωB97M-V/def2-TZVPD
H -1.0694 -4.7064 -0.4360
H -1.9430 -0.0894 0.5348
O -1.5769 0.6929 4.1381
O -3.4835 -0.7021 -1.2624
H 3.8032 -0.1677 -1.9689
H -3.9754 -0.7895 -2.1403
H -3.0107 -2.4918 1.9775
O -0.5028 3.2682 -2.7062
H -0.9266 -1.4571 1.6790
O 3.5183 -1.1240 -1.9320
C 2.8686 0.7968 1.7457
C -2.1497 -0.2830 -1.5135
C -1.4160 -0.0884 -0.3925
C 1.5821 1.5458 0.9603
H 1.3095 -1.4749 -0.0986
H 0.5332 -1.4662 2.3806
H -1.5120 -2.2883 -2.9548
H 0.1875 2.5981 -2.3611
O -2.4670 -2.7978 1.2959
H 2.2215 -1.0488 2.2356
H -2.0244 0.0114 -2.6322
H 3.3337 0.3528 0.8491
C 0.2474 0.8534 0.9881
O -0.3832 -1.1285 2.4657
H 0.7596 0.2521 -4.2129
H 3.5666 1.5557 2.1349
H -1.4231 2.5859 2.1122
H 1.3135 2.5661 1.1018
H 0.0072 -0.4540 -3.1778
O -0.7764 -3.8219 -0.6703
O -0.6376 -2.1083 -3.1148
H 0.4095 4.2086 -1.0568
C -0.0770 0.4187 -0.3086
H -2.2901 -0.0744 4.2899
N 2.6393 -0.1943 2.6832
O 0.5660 4.3129 -0.0868
O -1.4492 3.3526 1.5952
O 1.0143 -2.2800 0.3770
H 2.9786 -0.9269 -2.7420
H -0.3115 -2.8255 -2.5049
H -0.2243 0.8344 1.9153
H -0.8129 2.9710 -3.5628
H -3.0314 -2.3374 0.4992
H 2.0589 1.4422 -0.0887
H -0.9237 2.9623 0.8369
H 1.5222 -2.9664 0.0673
H 2.0605 0.1167 3.4102
H -0.7833 0.1822 3.8467
H -0.3218 -3.4167 -0.1228
H -0.2484 4.7897 0.2769
O 0.6965 0.2405 -3.2569
H 0.5539 0.5987 -1.0925
```

The calculation puts the HOMO energy at -7.74 eV. The LUMO energy comes out at -0.0015 Ha.



run A ends up most stable, edging out the next structure by 461.6 kJ/mol.



Run A
Density functional theory data (ωB97M-V/def2-TZVPD) for a 2-piece molecular cluster, C5H5FOS overall.

```
13
C5H5FOS ωB97M-V/def2-TZVPD
F -2.2900 -0.8963 -1.0600
H -2.2531 -0.2224 0.8807
O -0.5380 2.0920 -0.5193
C -0.5103 1.0270 -0.0596
C -0.1839 -1.0941 0.2841
C 1.7583 0.6206 -0.1964
H 0.0775 -1.3644 -0.7265
H 1.3850 1.8943 -1.1409
C 0.6169 0.1743 0.6492
H 0.6631 0.6869 1.5742
S 3.0627 -0.4231 -0.5659
C -1.4355 -0.3381 0.0013
H -0.3528 -2.1567 0.8792
```

The calculation puts the HOMO energy at -8.84 eV. The LUMO energy comes out at -0.0358 Ha.



Run B
Density functional theory data (ωB97M-V/def2-TZVPD) for the molecule C5H5FOS.

```
13
C5H5FOS ωB97M-V/def2-TZVPD
S -2.6146 0.5460 -0.4262
C -1.1616 -0.2591 0.4250
C -0.0592 -1.2195 0.1142
H -0.3906 -1.5901 -0.8465
C 0.5841 1.3798 -0.0817
H -1.2459 -0.1052 1.6150
H 0.2702 -2.0497 0.8744
C -0.8367 0.9164 -0.4640
H -0.6398 0.6215 -1.5197
H 1.7305 -0.1937 1.0083
C 1.1611 -0.1312 0.0980
F 2.0527 -0.3837 -0.9179
O 1.1500 2.4684 0.1210
```

The calculation puts the HOMO energy at -9.32 eV. The LUMO energy comes out at -0.0066 Ha.



run B ends up most stable, edging out the next structure by 158.6 kJ/mol.



Run A
Density functional theory data (ωB97M-V/def2-TZVPD) for the molecule CH2O2.

```
5
CH2O2 ωB97M-V/def2-TZVPD
H -0.9982 -1.1659 0.1175
O -0.9345 -0.1493 -0.0740
H 0.3203 1.3888 0.0615
O 1.3109 -0.3402 -0.0535
C 0.3016 0.2666 -0.0514
```

The calculation puts the HOMO energy at -10.90 eV. The LUMO energy comes out at 0.0253 Ha.



Run B
Density functional theory data (ωB97M-V/def2-TZVPD) for the molecule CH2O2.

```
5
CH2O2 ωB97M-V/def2-TZVPD
H 0.4119 1.4938 0.0141
O -0.9936 -0.1960 -0.0448
O 1.2601 -0.4170 -0.0339
C 0.2689 0.3289 -0.0175
H -0.9473 -1.2097 0.0821
```

The calculation puts the HOMO energy at -10.88 eV. The LUMO energy comes out at 0.0296 Ha.



run A ends up most stable, edging out the next structure by 12.5 kJ/mol.



Run A
Density functional theory data (ωB97M-V/def2-TZVPD) for the molecule C13H12N4O3S.

```
33
C13H12N4O3S ωB97M-V/def2-TZVPD
H -2.0685 -0.5056 2.0195
H -0.8390 0.6015 3.5997
H -4.2561 -2.2398 0.1357
N -0.1355 0.8494 2.8990
H 2.9410 3.2026 0.4040
C -1.9879 -1.4066 -2.7157
C -2.8888 -1.7614 -1.7150
O -2.2642 -1.8509 -3.9825
N -0.3094 0.5147 1.6137
O -3.5642 -1.7118 0.5602
C -2.6772 -1.3534 -0.3984
C 0.8620 1.6560 3.3362
N 2.7422 -0.6301 0.1162
H -0.1780 -0.3638 -3.1814
C -1.5492 -0.5800 -0.0818
C -0.8743 -0.6363 -2.4014
S 0.7961 2.2595 4.8734
H 3.5688 -0.4588 -1.7396
C 3.2313 0.0966 -0.8753
O -4.0019 -2.5188 -1.9851
C 2.3043 -0.0178 1.1953
C 2.8771 2.1274 0.3143
C 2.3228 1.3729 1.3456
N 1.8712 2.0091 2.5005
H -3.9916 -2.7192 -2.9294
H -1.5702 -1.5567 -4.5822
C -0.6628 -0.2303 -1.1033
C 3.3329 1.4783 -0.8197
C -1.3280 -0.1802 1.2840
H 0.1978 0.3631 -0.8466
H 3.7591 2.0353 -1.6397
H 2.3985 2.8139 2.8138
H 1.9418 -0.6590 1.9858
```

The calculation puts the HOMO energy at -7.89 eV. The LUMO energy comes out at 0.0030 Ha.



Run B
Density functional theory data (ωB97M-V/def2-TZVPD) for the molecule C13H12N4O3S.

```
33
C13H12N4O3S ωB97M-V/def2-TZVPD
C -1.4876 -0.2024 0.0438
C 0.5589 -1.2703 -0.8622
H -2.2536 1.4253 -1.2270
C 1.4378 -1.2488 -1.9445
H -0.5190 0.2478 -1.6791
C 2.7451 -3.0072 -0.9478
C 2.5148 -2.1043 -1.9880
N -1.8217 4.0317 1.1442
C 4.1281 -4.7306 -0.0656
N -3.4094 5.5489 1.2897
H 3.1995 -2.0935 -2.8207
N -1.1838 5.2060 1.3159
C -3.1776 4.2775 1.1291
H -3.4806 0.3915 -0.4612
C -2.1561 6.0695 1.4016
H 2.0152 -3.7076 0.9539
O 3.8357 -3.8093 -1.0883
H -2.6403 1.2175 1.7825
O -1.6030 -0.8238 1.0771
H 1.2755 -0.5535 -2.7561
C 0.7848 -2.1664 0.1727
S -4.1281 2.8780 0.8797
H 3.3201 -5.4579 0.0637
C -2.6119 1.8318 0.8731
O -0.2581 2.3775 0.7872
H 0.1148 -2.1900 1.0149
H -1.9878 7.1165 1.5479
H 5.0304 -5.2491 -0.3859
N -0.5247 -0.3758 -0.8841
H 4.3198 -4.2262 0.8868
C -1.3894 2.7396 0.9337
C 1.8687 -3.0265 0.1311
C -2.5166 0.8840 -0.3180
```

The calculation puts the HOMO energy at -8.13 eV. The LUMO energy comes out at 0.0074 Ha.



run B ends up most stable, edging out the next structure by 72.4 kJ/mol.



Run A
Density functional theory data (ωB97M-V/def2-TZVPD) for the molecule C4H3N3S.

```
11
C4H3N3S ωB97M-V/def2-TZVPD
C 0.3070 -0.5527 -0.4815
S -2.2004 2.3880 0.7759
N -0.5344 0.0297 1.6580
C 1.9089 -2.3774 -1.7066
H -0.7473 1.8551 -1.1784
C -0.3288 0.3889 0.3911
N -0.7488 1.6613 -0.1397
H -1.1263 2.2236 2.0651
H -0.1401 -1.0095 1.8084
C 0.9442 -1.4977 -1.0050
N 2.6658 -3.1093 -2.1872
```

The calculation puts the HOMO energy at -9.44 eV. The LUMO energy comes out at -0.0295 Ha.



Run B
Density functional theory data (ωB97M-V/def2-TZVPD) for the molecule C4H3N3S.

```
11
C4H3N3S ωB97M-V/def2-TZVPD
S 0.4792 -0.7585 2.6693
N 1.0016 -2.1754 -0.2614
H -1.5540 2.3302 -0.1405
H -0.3881 1.2701 -2.3169
C 0.1039 -0.2132 1.1372
C -0.7915 1.4691 -0.0214
C 0.6088 -0.9399 -0.1353
N -0.7815 0.9100 1.1028
N 0.5359 -0.1361 -1.3343
C -0.2530 0.8736 -1.3233
H 1.0386 -2.6297 0.6239
```

The calculation puts the HOMO energy at -9.39 eV. The LUMO energy comes out at -0.0817 Ha.



run B ends up most stable, edging out the next structure by 241.8 kJ/mol.